Entry 1:
A 2-piece molecular cluster, C6H16 overall. Source: the Open Molecules 2025 dataset; level of theory: ωB97M-V with the def2-TZVPD basis set.

ORCA input file:
```
! wB97M-V def2-TZVPD RIJCOSX def2/J DEFGRID3
* xyz 0 1
C 0.977 1.436 -0.892
C 1.037 2.672 -1.829
C 0.249 1.809 0.410
C 0.226 0.276 -1.551
H 2.011 1.214 -0.618
H 0.875 3.633 -1.362
H 0.213 2.531 -2.538
H -0.800 2.077 0.238
H 0.097 0.958 1.081
H 0.823 2.546 0.950
H -0.847 0.288 -1.406
H 0.315 0.308 -2.646
H 0.698 -0.661 -1.252
H 1.908 2.631 -2.482
C -0.634 -3.174 1.232
C -1.316 -2.268 2.234
H 0.404 -3.426 1.442
H -1.172 -4.121 1.158
H -0.554 -2.689 0.255
H -2.404 -2.255 2.154
H -0.973 -1.233 2.147
H -1.133 -2.550 3.275
*
```

Computed properties:
energy above the lowest of the compared OMol25 structures with the same formula, charge and spin: 0.5157 eV
molar mass: 88.19 g/mol
orbital gap: 12.251 eV
calculated total energy: -6481.1420 eV
LUMO: 0.041 hartree
maximum force: 1.7 eV Å⁻¹
structure (SMILES): CC(C)C.CC

=====

Entry 2:
A 15-piece molecular cluster, C4H38NO15 overall. Source: the Open Molecules 2025 dataset; level of theory: ωB97M-V with the def2-TZVPD basis set.

ORCA input file:
```
! wB97M-V def2-TZVPD RIJCOSX def2/J DEFGRID3
* xyz 1 1
O -0.277 3.335 -2.882
C -1.207 3.240 -2.131
C -1.843 1.847 -1.802
N -0.747 1.065 -1.123
C 0.225 0.258 -1.988
C -0.403 -1.138 -2.224
H -1.546 4.008 -1.466
H -2.696 1.825 -1.110
H -2.309 1.350 -2.623
H -1.234 0.371 -0.471
H -0.242 1.644 -0.454
H 1.112 0.001 -1.357
H 0.423 0.893 -2.902
H -1.409 -1.135 -2.651
H -0.323 -1.753 -1.321
H 0.126 -1.699 -3.088
H 1.666 -3.705 0.143
H 1.640 -4.993 0.702
O 1.244 -4.118 0.910
H -4.622 0.515 1.681
H -3.070 0.417 1.590
O -3.884 0.448 1.073
H -2.113 0.012 4.313
H -3.104 -1.079 4.694
O -2.992 -0.324 4.117
H 4.711 0.920 0.448
H 4.734 2.293 1.357
O 4.402 1.817 0.598
H 0.054 -3.858 2.091
H -0.520 -3.956 3.516
O -0.471 -3.360 2.764
H 3.471 -1.405 -3.012
H 2.145 -1.138 -2.322
O 3.097 -1.151 -2.156
H 2.851 -0.174 2.079
H 1.842 -1.146 1.383
O 1.942 -0.275 1.784
H 4.419 -1.865 0.509
H 3.637 -0.670 -0.181
O 4.200 -0.932 0.554
H 1.822 2.255 3.080
H 2.506 2.168 1.717
O 1.656 2.359 2.142
H -2.830 -1.576 -0.491
H -3.584 -0.324 -0.691
O -2.738 -0.710 -0.979
H 0.277 1.378 1.613
H 0.116 -0.213 1.696
O -0.412 0.683 1.540
H -0.054 3.725 1.293
H -1.465 3.587 0.939
O -0.593 3.436 0.539
H -2.910 -2.305 1.511
H -4.221 -2.692 0.920
O -3.284 -2.661 0.685
H 0.513 2.115 -4.584
H 1.616 1.159 -4.986
O 0.657 1.225 -4.988
*
```

Computed properties:
energy above the lowest of the compared OMol25 structures with the same formula, charge and spin: 1.5029 eV
molar mass: 340.34 g/mol
orbital gap: 10.538 eV
calculated total energy: -36960.9392 eV
LUMO: -0.094 hartree
maximum force: 3.7 eV Å⁻¹

=====

Entry 3:
A 3-piece molecular cluster, C3H12NO3S overall. Source: the Open Molecules 2025 dataset; level of theory: ωB97M-V with the def2-TZVPD basis set.

ORCA input file:
```
! wB97M-V def2-TZVPD RIJCOSX def2/J DEFGRID3
* xyz 1 1
O 0.510 -0.685 -2.427
C 0.792 -1.532 -1.638
C 0.224 -1.366 -0.167
C 1.022 -0.490 0.779
S 2.202 -1.259 1.795
N -1.166 -0.765 -0.447
H 1.385 -2.460 -1.732
H 0.018 -2.326 0.323
H 0.248 0.026 1.380
H 1.245 0.450 0.250
H 3.042 -1.603 0.768
H -1.589 -1.281 -1.216
H -1.182 0.272 -0.637
H -1.838 -0.937 0.288
H -2.487 1.586 1.336
H -1.307 2.147 0.748
O -1.909 1.393 0.592
H 0.230 3.061 0.744
H 0.123 3.216 -0.696
O 0.437 2.552 -0.044
*
```

Computed properties:
energy above the lowest of the compared OMol25 structures with the same formula, charge and spin: 1.0298 eV
molar mass: 142.20 g/mol
orbital gap: 9.518 eV
calculated total energy: -21765.7762 eV
LUMO: -0.125 hartree
maximum force: 3.5 eV Å⁻¹

=====

Entry 4:
One molecule with the formula C11H20N2O3. Source: the Open Molecules 2025 dataset; level of theory: ωB97M-V with the def2-TZVPD basis set.

ORCA input file:
```
! wB97M-V def2-TZVPD RIJCOSX def2/J DEFGRID3
* xyz 0 1
C -5.165 -0.515 0.864
H -5.108 -1.563 1.144
H -6.208 -0.270 0.678
H -4.804 0.089 1.692
C -4.339 -0.223 -0.384
N -2.912 -0.243 -0.119
C -2.145 0.458 -1.132
C -1.982 1.931 -0.740
H -2.958 2.353 -0.504
C -1.082 2.063 0.490
N 0.303 1.812 0.167
C 0.984 0.720 0.580
O 0.519 -0.126 1.319
C 2.373 0.650 0.051
C 3.180 -0.368 0.346
C 4.555 -0.438 -0.181
O 5.066 0.374 -0.912
O 5.200 -1.529 0.249
H 6.102 -1.553 -0.107
H 2.852 -1.176 0.983
H 2.727 1.448 -0.589
H 0.740 2.446 -0.484
H -1.168 3.067 0.919
H -1.382 1.321 1.231
H -1.559 2.495 -1.575
H -1.152 0.008 -1.204
H -2.614 0.390 -2.127
C -2.364 -1.529 0.268
H -2.918 -1.876 1.142
C -2.388 -2.621 -0.809
H -1.859 -2.297 -1.702
H -3.409 -2.877 -1.085
H -1.904 -3.517 -0.429
H -1.333 -1.355 0.587
H -4.586 0.784 -0.731
H -4.626 -0.923 -1.189
*
```

Computed properties:
energy above the lowest of the compared OMol25 structures with the same formula, charge and spin: 0.9840 eV
molar mass: 228.29 g/mol
orbital gap: 8.017 eV
calculated total energy: -20854.5142 eV
LUMO: -0.006 hartree
maximum force: 0.8 eV Å⁻¹
structure (SMILES): CCN(CC)CCCNC(=O)/C=C/C(=O)O

=====

Entry 5:
One molecule with the formula C5H3N3. Source: the Open Molecules 2025 dataset; level of theory: ωB97M-V with the def2-TZVPD basis set.

ORCA input file:
```
! wB97M-V def2-TZVPD RIJCOSX def2/J DEFGRID3
* xyz 0 1
C -2.843 0.232 -0.622
C -2.224 0.093 0.379
C -0.069 0.215 0.666
C 0.681 0.022 -0.326
C 2.886 0.117 -0.033
N 3.793 0.363 0.658
N -1.249 -0.167 1.176
N 1.869 0.006 -0.899
H -3.512 0.390 -1.398
H -1.318 -0.627 2.080
H 1.985 -0.644 -1.681
*
```

Computed properties:
energy above the lowest of the compared OMol25 structures with the same formula, charge and spin: 5.6634 eV
molar mass: 105.10 g/mol
orbital gap: 8.348 eV
calculated total energy: -9697.1565 eV
LUMO: 0.002 hartree
maximum force: 5.6 eV Å⁻¹
structure (SMILES): C#CNC#CNC#N

=====

Entry 6:
One molecule with the formula C5H11NO. Source: the Open Molecules 2025 dataset; level of theory: ωB97M-V with the def2-TZVPD basis set.

ORCA input file:
```
! wB97M-V def2-TZVPD RIJCOSX def2/J DEFGRID3
* xyz 0 1
C 2.186 -0.035 -1.374
C 1.271 -0.705 -0.398
C 1.172 -0.136 0.965
N 0.017 0.265 0.242
C -1.183 -0.577 0.539
C -2.337 0.324 0.151
O -2.207 1.536 0.853
H 1.814 -0.234 -2.381
H 3.191 -0.465 -1.301
H 2.242 1.045 -1.206
H 0.287 -0.820 -0.878
H 1.819 0.737 1.108
H 1.028 -0.715 1.872
H -1.221 -1.548 0.008
H -1.215 -0.803 1.613
H -2.290 0.479 -0.940
H -3.307 -0.117 0.397
H -1.269 1.769 0.730
*
```

Computed properties:
energy above the lowest of the compared OMol25 structures with the same formula, charge and spin: 4.6330 eV
molar mass: 101.15 g/mol
orbital gap: 10.142 eV
calculated total energy: -8897.0644 eV
LUMO: 0.042 hartree
maximum force: 2.8 eV Å⁻¹
structure (SMILES): C[C@H]1CN1CCO

=====

Entry 7:
One molecule with the formula C4H3N3O. Source: the Open Molecules 2025 dataset; level of theory: ωB97M-V with the def2-TZVPD basis set.

ORCA input file:
```
! wB97M-V def2-TZVPD RIJCOSX def2/J DEFGRID3
* xyz 0 1
C 1.132 -1.661 0.944
C -0.395 -0.317 0.287
C -1.329 0.568 -0.532
C -0.591 1.471 -1.054
H 1.289 -2.588 1.481
H -2.467 0.363 -0.784
H -0.698 2.527 -1.484
N -0.215 -1.633 0.509
N 0.774 0.336 0.385
N 1.734 -0.453 0.734
O 0.766 1.387 -0.485
*
```

Computed properties:
energy above the lowest of the compared OMol25 structures with the same formula, charge and spin: 3.7485 eV
molar mass: 109.09 g/mol
orbital gap: 10.607 eV
calculated total energy: -10709.9023 eV
LUMO: 0.031 hartree
maximum force: 6.0 eV Å⁻¹
structure (SMILES): c1nc2ccon2n1

=====

Entry 8:
C16H19NO7PdS2 as an isolated structure. Source: the Open Molecules 2025 dataset; level of theory: ωB97M-V with the def2-TZVPD basis set.

ORCA input file:
```
! wB97M-V def2-TZVPD RIJCOSX def2/J DEFGRID3
* xyz 0 1
Pd -1.523 -1.240 0.204
O 2.844 -1.020 -0.080
C 1.617 -0.942 0.399
O 0.804 -1.827 0.235
C 1.386 0.320 1.216
O 0.020 0.507 1.509
C -0.532 1.811 1.276
C -0.692 1.225 -1.077
O 0.090 2.027 -1.550
O -0.823 0.006 -1.378
H 2.952 -1.829 -0.611
H 1.809 1.167 0.663
H 1.933 0.197 2.164
H 0.243 2.525 0.980
H -0.984 2.134 2.220
O -3.281 -2.134 -1.015
S -3.428 -3.099 0.086
O -4.717 -3.707 0.185
N -2.984 -2.267 1.430
C -1.790 -2.796 1.891
S -1.025 -1.999 3.214
C -1.244 -3.877 1.169
C -0.043 -4.589 1.388
C 0.286 -5.612 0.536
C -0.543 -5.967 -0.540
C -1.734 -5.280 -0.768
C -2.067 -4.245 0.068
H 0.590 -4.304 2.215
H 1.200 -6.167 0.697
H -0.255 -6.773 -1.197
H -2.393 -5.548 -1.580
C -3.491 3.060 0.978
C -2.458 2.909 -0.146
C -1.647 4.194 -0.297
C -3.200 2.601 -1.451
C -1.573 1.692 0.161
H -4.027 4.000 0.869
H -3.017 3.065 1.957
H -4.213 2.247 0.935
H -2.290 4.990 -0.665
H -0.838 4.044 -1.008
H -1.233 4.504 0.660
H -3.972 3.343 -1.635
H -3.665 1.616 -1.394
H -2.507 2.605 -2.289
H -2.256 0.840 0.426
*
```

Computed properties:
molar mass: 507.88 g/mol
orbital gap (alpha / beta): 6.224 / 6.193 eV
calculated total energy: -57870.5352 eV
LUMO (alpha / beta): -0.096 / -0.097 hartree
maximum force: 5.1 eV Å⁻¹

=====

- molar mass of number 1 (C6H16)?
  88.19 g/mol

=====

- Number 4 is which compound?
  C11H20N2O3

=====

- Among the records above, which one has the highest maximum force?
  C4H3N3O